# C4H11NO2S

A 2-piece molecular cluster, C4H11NO2S overall (ωB97M-V with the def2-TZVPD basis set, the Open Molecules 2025 dataset).

Last column: Mulliken charge in e.
Positions of all 19 atoms, in Å:
C 0.89 -0.46 1.45  -0.810
N -0.43 -0.12 0.90  -0.379
C -0.30 0.50 -0.44  -0.159
C 0.57 1.77 -0.40  -0.876
S 0.05 3.15 0.68  -0.772
C 0.35 -0.48 -1.51  -0.443
O 1.69 -0.55 -1.53  -0.891
H 0.75 -1.35 2.07  0.326
H 1.45 0.28 2.04  0.193
H 1.53 -0.84 0.63  0.325
H -0.76 0.65 1.51  0.241
H -1.31 0.75 -0.80  0.280
H 0.39 2.11 -1.44  0.319
H 1.62 1.56 -0.31  0.247
H -0.14 -0.20 -2.48  0.335
H -0.16 -1.47 -1.24  0.031
H -1.66 -1.48 0.93  0.473
H -2.11 -1.88 -0.50  0.318
O -2.40 -1.94 0.43  -0.757

The calculation puts the frontier orbital gap at 5.42 eV. The charge is -2. The energy relative to the best compared isomer or geometry (same formula, charge and spin) is 1.2023 eV. As for the max |F|: 2.21 eV/Å. The multiplicity is 1. The value obtained for the HOMO energy is 0.72 eV. For the LUMO energy, the calculation gives 6.1 eV. As for the electronic energy: -762.33981 hartree.